{"formula": "C41H101Cl3N8O14", "method": "the ωB97M-V functional and the def2-TZVPD basis", "homo_energy_ha": -0.2944, "smiles": "COCCNCCOC.COCCNCCOC.COCCNCCOC.COCCNCCOC.COCCNCCOC.COCCNCCOC.ClC(Cl)Cl.CC(N)=O.CC(N)=O", "spin_multiplicity": 1, "elements": ["O", "C", "N", "C", "H", "H", "H", "H", "H", "O", "C", "N", "C", "H", "H", "H", "H", "H", "C", "Cl", "Cl", "Cl", "H", "C", "O", "C", "C", "N", "C", "C", "O", "C", "H", "H", "H", "H", "H", "H", "H", "H", "H", "H", "H", "H", "H", "H", "H", "C", "O", "C", "C", "N", "C", "C", "O", "C", "H", "H", "H", "H", "H", "H", "H", "H", "H", "H", "H", "H", "H", "H", "H", "C", "O", "C", "C", "N", "C", "C", "O", "C", "H", "H", "H", "H", "H", "H", "H", "H", "H", "H", "H", "H", "H", "H", "H", "C", "O", "C", "C", "N", "C", "C", "O", "C", "H", "H", "H", "H", "H", "H", "H", "H", "H", "H", "H", "H", "H", "H", "H", "C", "O", "C", "C", "N", "C", "C", "O", "C", "H", "H", "H", "H", "H", "H", "H", "H", "H", "H", "H", "H", "H", "H", "H", "C", "O", "C", "C", "N", "C", "C", "O", "C", "H", "H", "H", "H", "H", "H", "H", "H", "H", "H", "H", "H", "H", "H", "H"], "xyz": [[-4.206, 4.221, -0.974], [-4.458, 3.100, -1.364], [-5.291, 2.294, -0.743], [-3.775, 2.504, -2.539], [-5.698, 2.734, 0.070], [-5.624, 1.374, -0.995], [-3.819, 1.415, -2.497], [-2.741, 2.804, -2.371], [-4.039, 2.919, -3.512], [-1.242, 7.343, 0.611], [-2.209, 6.626, 0.293], [-2.228, 5.307, 0.536], [-3.443, 7.263, -0.270], [-1.416, 4.897, 0.975], [-3.019, 4.816, 0.143], [-3.904, 6.779, -1.131], [-3.076, 8.252, -0.544], [-4.231, 7.519, 0.438], [0.903, 1.551, 0.020], [-0.480, 2.559, -0.546], [2.457, 2.262, -0.311], [0.985, -0.074, -0.818], [0.707, 1.377, 1.078], [-2.625, -4.068, 8.881], [-3.094, -3.888, 7.605], [-2.109, -4.089, 6.536], [-2.731, -3.447, 5.283], [-1.820, -3.313, 4.215], [-1.704, -4.536, 3.401], [-0.806, -4.346, 2.248], [-1.399, -3.566, 1.198], [-0.543, -2.947, 0.235], [-2.040, -4.988, 8.864], [-3.354, -4.034, 9.690], [-1.964, -3.220, 9.057], [-1.779, -5.117, 6.385], [-1.220, -3.488, 6.724], [-3.221, -2.562, 5.689], [-3.589, -4.011, 4.916], [-1.894, -2.474, 3.659], [-2.700, -4.813, 3.056], [-1.175, -5.327, 3.932], [-0.540, -5.315, 1.825], [0.150, -3.938, 2.576], [0.042, -3.669, -0.335], [0.148, -2.328, 0.806], [-1.130, -2.335, -0.449], [-8.014, -2.168, 4.374], [-7.740, -2.533, 3.043], [-6.900, -3.685, 2.831], [-5.494, -3.284, 3.107], [-4.782, -2.439, 2.110], [-4.969, -1.013, 2.374], [-3.863, -0.558, 3.340], [-2.580, -0.981, 3.016], [-2.021, -0.297, 1.883], [-8.822, -1.437, 4.384], [-7.183, -1.638, 4.840], [-8.267, -2.996, 5.037], [-7.053, -3.954, 1.786], [-7.157, -4.560, 3.428], [-5.016, -4.256, 2.986], [-5.316, -2.995, 4.143], [-3.773, -2.483, 2.146], [-5.959, -0.657, 2.659], [-4.742, -0.612, 1.386], [-4.129, -0.731, 4.382], [-3.796, 0.526, 3.256], [-1.893, 0.779, 1.997], [-2.624, -0.496, 0.998], [-1.010, -0.700, 1.819], [-1.613, -7.952, 2.168], [-1.074, -7.862, 0.867], [-0.132, -8.917, 0.697], [0.669, -8.604, -0.645], [1.397, -7.312, -0.751], [2.062, -7.071, -2.068], [2.835, -5.790, -1.926], [1.983, -4.688, -1.717], [2.754, -3.512, -1.873], [-0.833, -7.875, 2.926], [-2.174, -8.871, 2.341], [-2.263, -7.132, 2.472], [-0.590, -9.901, 0.604], [0.614, -8.941, 1.492], [0.077, -8.717, -1.553], [1.460, -9.355, -0.659], [0.738, -6.561, -0.604], [1.233, -6.985, -2.770], [2.725, -7.914, -2.264], [3.308, -5.781, -2.908], [3.607, -5.958, -1.175], [2.178, -2.598, -1.727], [3.134, -3.264, -2.864], [3.559, -3.456, -1.140], [5.372, 7.310, -7.387], [4.918, 7.073, -6.078], [5.993, 6.506, -5.313], [5.703, 5.754, -4.058], [4.729, 6.286, -3.182], [4.429, 5.520, -1.994], [3.042, 5.895, -1.418], [2.080, 5.562, -2.415], [0.790, 5.998, -2.123], [5.881, 6.432, -7.784], [6.042, 8.164, -7.482], [4.459, 7.534, -7.940], [6.731, 7.274, -5.083], [6.531, 5.728, -5.854], [6.676, 5.666, -3.574], [5.437, 4.725, -4.300], [3.893, 6.425, -3.732], [5.353, 5.708, -1.447], [4.243, 4.490, -2.299], [3.031, 6.937, -1.099], [2.870, 5.182, -0.612], [0.486, 5.889, -1.082], [0.170, 5.386, -2.779], [0.579, 6.982, -2.541], [4.144, 3.699, -7.089], [2.836, 3.910, -7.467], [2.023, 4.823, -6.716], [1.830, 4.506, -5.181], [1.332, 3.187, -5.166], [1.098, 2.588, -3.867], [0.553, 1.189, -4.246], [-0.738, 1.285, -4.931], [-1.494, 0.060, -4.820], [4.160, 3.454, -6.027], [4.679, 4.632, -7.265], [4.674, 2.957, -7.686], [1.006, 4.807, -7.108], [2.366, 5.847, -6.860], [1.134, 5.209, -4.722], [2.746, 4.587, -4.596], [0.628, 2.876, -5.820], [0.397, 3.120, -3.224], [2.063, 2.492, -3.370], [0.446, 0.600, -3.335], [1.267, 0.658, -4.875], [-2.323, -0.035, -5.521], [-1.710, -0.195, -3.782], [-0.930, -0.781, -5.225], [0.596, 2.333, 5.726], [1.359, 1.240, 5.211], [0.633, 0.501, 4.242], [1.503, -0.705, 3.760], [2.393, -0.407, 2.607], [3.093, -1.625, 2.207], [4.158, -1.330, 1.097], [5.270, -0.556, 1.576], [6.337, -0.598, 0.613], [-0.239, 2.023, 6.355], [0.151, 2.855, 4.879], [1.294, 2.917, 6.325], [0.240, 1.175, 3.481], [-0.235, 0.057, 4.729], [0.900, -1.605, 3.637], [2.093, -0.980, 4.634], [3.072, 0.317, 2.793], [2.374, -2.297, 1.738], [3.676, -2.170, 2.949], [3.745, -0.710, 0.301], [4.594, -2.248, 0.703], [7.141, 0.078, 0.904], [5.819, -0.420, -0.329], [6.796, -1.584, 0.550]], "forces_ev_per_a": [[-0.4, 0.7, 0.3], [0.6, -0.3, -1.7], [-1.7, -0.3, 2.0], [1.1, -0.1, -0.1], [-0.3, -0.3, 0.1], [0.4, 0.3, -0.3], [-0.1, 0.1, -0.4], [0.2, -0.2, -0.3], [-0.3, -0.1, 0.2], [-0.9, -0.9, -0.5], [1.3, 1.2, 1.4], [-0.1, 0.3, -0.1], [-0.1, 1.2, -0.7], [-0.3, -0.1, -0.2], [0.3, -0.6, 0.2], [0.2, -0.2, 0.1], [-0.1, 0.0, -0.4], [0.1, -0.6, 0.4], [-0.4, -0.8, -0.7], [0.6, -0.5, 0.1], [0.0, 0.6, 0.4], [-0.7, 0.7, 0.6], [0.5, -0.1, -0.2], [1.8, 0.3, 0.2], [-0.8, -0.5, -2.5], [-1.0, 1.3, 0.5], [-1.1, -0.8, 1.0], [1.7, -0.5, -0.5], [-0.1, 1.4, 0.5], [0.9, 0.2, -2.1], [-0.7, 0.3, 0.2], [0.3, -0.6, 1.2], [0.1, -0.2, 0.8], [-0.5, -0.3, -0.6], [0.6, 0.0, 0.6], [-0.4, -0.3, 0.3], [0.2, 0.0, 0.4], [0.6, 0.7, -0.4], [-0.3, -0.6, 0.4], [-0.3, -0.2, 0.1], [-0.2, -0.6, 0.0], [-0.6, -0.2, 0.5], [-0.1, -0.3, -0.1], [0.1, 0.5, 0.1], [0.0, -0.2, -0.1], [0.3, 0.3, -0.3], [-0.1, -0.1, 0.2], [0.3, 0.4, 0.1], [-0.9, -0.6, -0.1], [-0.6, 2.0, -0.2], [2.4, -1.6, -1.0], [-2.4, 0.2, 0.8], [1.4, -0.2, -0.8], [-1.4, 2.3, -0.1], [0.7, 0.2, -0.6], [0.3, -0.8, 0.5], [-0.2, -0.2, -0.2], [0.4, 0.0, 0.1], [-0.1, -0.3, -0.2], [0.2, 0.1, 0.0], [-0.3, 0.1, 0.4], [0.6, -0.2, 0.4], [-0.3, 0.2, 0.1], [0.2, -1.2, 0.1], [0.0, -0.5, 0.2], [-0.2, 0.8, 0.0], [0.4, -0.6, 0.0], [-0.5, 0.5, 0.3], [-0.5, 0.2, 0.5], [0.3, 0.0, -0.2], [-0.1, -0.1, -0.5], [-0.1, 0.3, 0.8], [-0.1, -0.5, 0.7], [1.2, 1.7, -2.4], [0.5, 0.1, 0.5], [-0.2, -0.7, 0.9], [-1.9, -0.2, 2.6], [-0.1, -1.5, -1.4], [0.9, 0.4, -0.4], [-0.3, 1.4, 0.4], [0.5, -0.4, 0.0], [0.0, -0.3, -0.2], [-0.2, 0.2, -0.9], [-0.3, 0.0, 0.0], [-0.1, 0.1, 0.3], [-0.6, -0.4, 0.1], [-0.1, -0.3, -0.2], [-0.1, 0.1, 0.1], [0.4, 0.0, -0.9], [0.0, 0.1, -0.3], [0.5, 1.0, -0.2], [0.0, 0.5, 0.3], [-0.7, -0.3, 0.6], [0.3, -1.1, -0.4], [0.2, -0.2, 0.0], [-0.8, 0.2, -0.2], [0.9, -1.0, 1.1], [0.5, 0.5, -0.3], [-0.3, -1.0, 0.5], [-1.1, 1.9, -0.4], [-0.6, 0.4, -1.4], [1.2, -0.7, -0.1], [1.3, 0.4, 0.4], [-1.0, -0.3, -1.2], [-0.1, -0.1, -0.2], [0.2, 0.2, 0.3], [0.2, -0.1, -0.4], [-0.1, 0.4, -0.1], [0.1, 0.2, -0.9], [0.2, 0.1, 0.3], [-0.1, -0.6, -0.3], [-0.3, 0.1, 0.0], [-0.6, -0.7, 1.2], [0.7, -0.8, 0.3], [-0.4, 0.1, 0.0], [0.0, 0.4, 0.6], [0.1, 0.1, 0.1], [-0.4, -0.4, 0.4], [0.3, 0.6, 0.6], [0.5, 1.2, 0.8], [-2.2, -0.3, -0.7], [0.5, 0.3, 1.1], [0.2, 0.2, -2.2], [0.2, -1.3, 1.2], [-0.4, -1.2, -2.0], [-0.7, 0.0, 0.9], [0.0, -0.6, 0.6], [1.4, -0.3, -0.7], [0.5, -0.2, 0.1], [0.5, 0.2, 0.4], [-0.7, -0.3, -0.1], [0.2, -0.4, -0.5], [0.4, 0.1, 0.1], [-0.1, 0.6, -0.3], [0.2, -0.2, -0.1], [0.0, 0.8, -0.2], [-0.1, 0.1, 0.1], [0.0, -0.1, 0.3], [-0.3, -0.1, 0.0], [0.1, 0.1, -0.2], [-0.5, 1.2, 0.5], [-0.4, 0.2, 0.0], [0.8, -0.2, 0.3], [0.5, -0.7, -0.4], [-0.2, 0.2, 0.0], [0.4, -1.3, 0.6], [0.5, 1.6, 0.4], [-0.8, -1.1, 0.2], [1.4, 0.7, -2.0], [0.1, 0.7, 0.6], [0.4, -0.3, 0.7], [-1.1, -0.3, 0.5], [0.0, -0.4, 0.2], [0.2, 0.6, 0.1], [-0.2, 0.3, -0.3], [0.2, 0.0, -0.5], [-0.4, -0.1, 0.1], [-0.3, 0.2, -0.8], [0.3, 0.1, 0.3], [0.0, 0.1, 0.5], [-0.1, -0.2, 0.1], [-0.3, 0.0, 0.7], [-0.5, -0.3, -0.4], [-0.4, -0.4, -0.1], [-0.5, 0.4, -0.2], [0.8, 0.5, -0.5], [-0.1, -0.4, 0.1]]}